No. 1
The following is a DFT calculation (the ωB97M-V functional and the def2-TZVPD basis) of C15H22N2O5S in the gas phase.

Geometry as XYZ:
```
45
Properties=species:S:1:pos:R:3:nbo_charge:R:1
O -4.8458 -1.3606 -0.0342 -0.94
S -3.7148 -0.5588 -0.3976 2.30
O -3.6185 -0.0807 -1.7492 -0.95
N -3.7074 0.7268 0.6927 -0.86
H -4.6611 0.9163 0.9638 0.41
C -2.9650 1.9126 0.2977 -0.22
H -3.3410 2.3223 -0.6485 0.20
C -1.5017 1.5180 0.1508 -0.45
C -0.5109 2.6859 0.0653 -0.20
N 0.8780 2.2771 -0.0381 -0.44
C 1.1978 1.5436 -1.2514 -0.26
C 2.7148 1.3685 -1.3330 -0.07
O 3.2100 0.6812 -0.2040 -0.54
C 2.8887 1.3858 0.9745 -0.07
C 1.3753 1.5519 1.1176 -0.26
H 1.1525 2.1254 2.0193 0.21
H 0.9238 0.5489 1.2113 0.17
H 3.2953 0.8028 1.8030 0.19
H 3.3635 2.3770 0.9537 0.17
H 2.9875 0.7672 -2.2020 0.19
H 3.1942 2.3554 -1.4014 0.17
H 0.8484 2.1153 -2.1127 0.21
H 0.7318 0.5452 -1.2729 0.17
H -0.5986 3.3145 0.9565 0.19
H -0.7362 3.3020 -0.8094 0.20
H -1.2441 0.8990 1.0118 0.21
H -1.4128 0.9143 -0.7505 0.22
H -3.0858 2.6621 1.0848 0.20
C -2.1981 -1.4056 0.0247 -0.34
C -1.2548 -1.6166 -0.9590 -0.24
C -0.0062 -2.1243 -0.6213 0.28
C 0.2834 -2.3933 0.7258 0.23
C -0.7080 -2.2326 1.6910 -0.23
C -1.9516 -1.7400 1.3429 -0.20
H -2.7227 -1.5855 2.0786 0.24
H -0.4649 -2.4778 2.7124 0.23
O 1.5209 -2.7949 1.1292 -0.48
C 2.5268 -2.6095 0.1480 -0.12
C 2.0231 -3.0926 -1.2095 -0.10
H 2.7819 -2.9643 -1.9819 0.21
O 0.9080 -2.3247 -1.6145 -0.49
H 1.7381 -4.1512 -1.1410 0.18
H 3.3880 -3.1895 0.4812 0.20
H 2.7969 -1.5471 0.0796 0.22
H -1.4787 -1.3697 -1.9842 0.26
```

- molecular weight (g/mol) = 342.4
- SMILES = O=S(=O)(NCCCN1CCOCC1)c1ccc2c(c1)OCCO2
- HOMO-LUMO gap (eV) = 9.26
- total charge = 0
- E_LUMO (Eh) = 0.026
- ΔE to the lowest compared entry with this formula, charge and spin (eV) = 2.253


No. 2
The following is a DFT calculation (the ωB97M-V functional and the def2-TZVPD basis) of 3 unconnected molecules or ions with the total composition C15H22N3O4 in a non-equilibrium geometry.

Geometry as XYZ:
```
44
Properties=species:S:1:pos:R:3:nbo_charge:R:1
C -2.4331 -0.7114 0.7478 -0.71
C -0.8785 -0.9211 0.8099 0.32
N -0.2893 -0.7768 1.9372 -0.61
C 0.0051 -1.2695 -0.4536 -0.54
C 0.4360 0.0866 -1.0700 0.15
C -0.4752 1.2574 -1.1026 -0.20
C 0.0712 2.4935 -1.6682 0.06
N 1.3524 2.4741 -2.1169 -0.25
N 2.2114 1.4958 -2.1510 -0.13
C 1.7967 0.3381 -1.6387 0.01
H -2.9015 -1.2771 1.5858 0.26
H -2.8297 -1.0071 -0.2547 0.25
H -2.6529 0.3857 0.8950 0.22
H -1.0210 -0.5199 2.6193 0.35
H 0.9329 -1.7527 -0.0399 0.26
H -0.5250 -1.9464 -1.1683 0.29
H -1.5099 1.2392 -0.7098 0.27
H -0.5676 3.4017 -1.7273 0.27
H 1.6907 3.3714 -2.4880 0.44
H 2.5034 -0.5266 -1.6321 0.25
O -2.4368 -2.7981 -2.4153 -0.55
C -2.1070 -2.0117 -3.2561 0.79
O -1.7800 -0.7163 -2.9820 -0.53
C -1.5380 -0.0150 -4.2151 -0.07
C -1.2018 -1.0922 -5.2272 -0.43
C -2.0325 -2.2683 -4.7399 -0.53
H -2.4408 0.5400 -4.4821 0.19
H -0.7169 0.6903 -4.0802 0.18
H -1.4153 -0.7983 -6.2541 0.24
H -0.1394 -1.3426 -5.1629 0.21
H -3.0427 -2.2538 -5.1535 0.25
H -1.5470 -3.2193 -4.9481 0.26
O 1.8646 2.4853 7.1839 -0.54
C 1.8686 1.7278 6.2591 0.78
O 0.8420 1.6121 5.3710 -0.50
C 1.1167 0.5430 4.4548 -0.07
C 2.6213 0.3643 4.4892 -0.43
C 2.9602 0.7393 5.9225 -0.53
H 0.5846 -0.3510 4.7922 0.18
H 0.7605 0.8117 3.4627 0.19
H 2.9417 -0.6392 4.2092 0.22
H 3.0946 1.0723 3.8034 0.20
H 2.8849 -0.1159 6.5966 0.24
H 3.9423 1.2011 5.9977 0.25
```

- molecular weight (g/mol) = 308.4
- HOMO-LUMO gap (eV) = 6.66
- total charge = +1
- E_LUMO (Eh) = -0.187
- ΔE to the lowest compared entry with this formula, charge and spin (eV) = 1.759


No. 3
The following is a DFT calculation (the ωB97M-V functional and the def2-TZVPD basis) of C15H22N4O4S in the gas phase in a non-equilibrium geometry.

Geometry as XYZ:
```
46
Properties=species:S:1:pos:R:3:nbo_charge:R:1
O -1.4092 -0.2698 2.6158 -0.63
O 2.6107 4.2415 -5.6814 -0.60
O -1.4063 -0.9489 -3.9235 -0.61
N -0.0929 -2.8113 -0.2866 -0.49
O -0.1202 -1.6371 3.9567 -0.52
S -1.2130 -0.4245 -0.3424 0.39
C -0.7944 -1.3147 2.8385 0.91
C 2.3202 4.0941 -4.4987 0.52
C -0.6370 -0.3660 -3.1122 0.64
C -0.6764 -1.9430 0.4803 0.28
C -0.5777 -1.0905 -1.8395 -0.35
C -0.0887 -2.3104 -1.6236 0.19
N -0.7114 -2.2678 1.8090 -0.64
N 1.2837 3.2222 -4.1458 -0.45
N -0.2507 0.9557 -3.3112 -0.43
C 0.5455 -3.2171 -2.6484 -0.65
C 0.5995 -1.3434 6.1765 -0.63
C -1.8593 -1.7767 5.6134 -0.64
C -0.7280 0.4656 5.3061 -0.64
C 0.6570 2.3500 -5.1818 -0.23
C 0.9201 3.0985 -2.7673 -0.21
C -0.5324 1.5218 -4.6749 -0.23
C 0.7048 1.6338 -2.3659 -0.22
C -0.5306 -1.1170 5.2459 0.25
H 2.6010 4.8851 -3.7913 0.14
H -0.1400 -3.2049 1.9872 0.44
H 0.8933 -4.2218 -2.1699 0.23
H 1.5047 -2.8081 -2.9678 0.22
H -0.1113 -3.2577 -3.4574 0.24
H 0.8291 -2.3684 6.3520 0.21
H 1.5375 -0.8061 5.8454 0.23
H 0.3870 -1.1406 7.2015 0.23
H -2.0595 -1.5161 6.7391 0.23
H -1.7318 -2.8985 5.4271 0.22
H -2.7522 -1.4765 5.0005 0.24
H -0.1462 1.0263 4.5710 0.23
H -1.7908 0.6794 5.0361 0.22
H -0.6376 0.9373 6.3573 0.22
H 0.5108 2.8811 -6.1630 0.24
H 1.3630 1.6235 -5.3485 0.19
H 1.8137 3.3802 -2.1695 0.21
H 0.1021 3.7604 -2.4248 0.19
H -1.4160 2.1887 -4.5665 0.20
H -0.8636 0.6966 -5.4123 0.27
H 1.6487 1.2028 -2.3567 0.19
H 0.4451 1.6922 -1.3286 0.22
```

- molecular weight (g/mol) = 354.4
- SMILES = Cc1nc(NC(=O)OC(C)(C)C)sc1C(=O)N1CCN(C=O)CC1
- HOMO-LUMO gap (eV) = 8.95
- total charge = 0
- E_LUMO (Eh) = 0.017
- ΔE to the lowest compared entry with this formula, charge and spin (eV) = 3.728


No. 4
The following is a DFT calculation (the ωB97M-V functional and the def2-TZVPD basis) of C15H22N4O4S2 in the gas phase in a non-equilibrium geometry.

Geometry as XYZ:
```
47
Properties=species:S:1:pos:R:3:nbo_charge:R:1
C 5.6106 0.8881 -1.7177 -0.43
N 5.7237 0.8852 -0.2814 -0.65
S 5.0878 -0.4587 0.4720 2.33
O 5.3701 -0.3459 1.8697 -0.93
O 5.5411 -1.6111 -0.2444 -0.93
C 3.3105 -0.2968 0.2296 -0.32
C 2.5712 0.4342 1.1429 -0.21
C 1.2198 0.6329 0.9114 -0.12
C 0.6476 0.1011 -0.2298 -0.32
C 1.3842 -0.6325 -1.1403 -0.19
C 2.7370 -0.8318 -0.9087 -0.20
H 3.3511 -1.4082 -1.5822 0.25
H 0.8921 -1.0222 -2.0177 0.25
S -1.1077 0.3559 -0.4827 2.32
O -1.4236 1.7168 -0.1710 -0.93
O -1.4473 -0.1352 -1.7928 -0.95
N -1.7101 -0.6333 0.7119 -0.69
C -2.6606 -0.0927 1.6678 -0.25
C -3.9968 -0.8646 1.6205 -0.24
N -4.3780 -1.3310 0.3101 -0.46
C -5.2117 -0.4829 -0.4955 -0.18
H -5.4998 -1.0632 -1.3758 0.21
C -4.6087 0.8656 -0.9813 -0.57
C -4.6916 1.8655 0.0460 0.30
N -4.8198 2.6318 0.8865 -0.34
H -3.5680 0.7402 -1.2877 0.27
H -5.1796 1.2226 -1.8427 0.26
H -6.1208 -0.2719 0.0779 0.21
C -3.3485 -2.0852 -0.3950 -0.23
C -1.9844 -1.9897 0.2988 -0.24
H -1.9441 -2.6289 1.1848 0.21
H -1.1952 -2.2926 -0.3895 0.23
H -3.2359 -1.7071 -1.4142 0.21
H -3.6545 -3.1403 -0.4495 0.19
H -4.7911 -0.2287 2.0127 0.23
H -3.9176 -1.7457 2.2686 0.19
H -2.2303 -0.1683 2.6742 0.20
H -2.7974 0.9627 1.4318 0.25
H 0.6022 1.2016 1.5878 0.23
H 3.0604 0.8164 2.0246 0.25
C 5.4504 2.1389 0.3738 -0.43
H 4.4493 2.5224 0.1379 0.18
H 5.5363 1.9698 1.4440 0.24
H 6.1939 2.8743 0.0659 0.21
H 6.3600 1.5605 -2.1354 0.21
H 4.6161 1.2068 -2.0562 0.18
H 5.8079 -0.1245 -2.0595 0.24
```

- molecular weight (g/mol) = 386.5
- SMILES = CN(C)S(=O)(=O)c1ccc(S(=O)(=O)N2CCN(CCC#N)CC2)cc1
- HOMO-LUMO gap (eV) = 8.53
- total charge = 0
- E_LUMO (Eh) = -0.002
- ΔE to the lowest compared entry with this formula, charge and spin (eV) = 0.371


> Which formula does entry 2 have?

C15H22N3O4